DFT (ωB97M-V/def2-TZVPD) results for a structure of composition C40H36BrEuF9NO5PS in a non-equilibrium geometry.

## Properties
Max |F| (eV/A): 5.3
Charge: +1
Lowest unoccupied orbital energy (alpha / beta) (eV): -2.6 / -5.6
M (g/mol): 1076.62
Total energy (Eh): -6899.180584
Spin multiplicity: 7

CARTESIAN COORDINATES (ANGSTROEM)
Eu1 11.6584 -17.3931 3.1304
C1 10.7309 -19.1063 6.7229
O1 11.3931 -19.1739 5.4316
C2 12.5698 -19.8688 5.4948
C3 13.7338 -19.0057 5.8563
O2 13.6425 -17.8517 4.9904
C4 14.9254 -17.2707 4.7888
C5 14.7410 -15.9044 4.2622
O3 13.8143 -15.8774 3.1351
C6 14.0509 -14.7803 2.2206
H1 10.3162 -20.1056 6.8754
H2 9.8698 -18.3816 6.6122
H3 11.4565 -18.8159 7.5073
H4 12.7250 -20.3093 4.5008
H5 12.3786 -20.6873 6.1256
H6 14.7143 -19.4859 5.6648
H7 13.8406 -18.7317 6.8686
H8 15.5138 -17.8866 4.1179
H9 15.3148 -17.1947 5.7758
H10 15.7426 -15.4198 3.8714
H11 14.3754 -15.2331 5.0105
H12 13.1735 -14.1351 2.0961
H13 14.1969 -15.2022 1.1888
H14 14.8732 -14.2163 2.6044
C7 11.5089 -12.5260 6.4263
C8 10.8673 -13.7201 5.7902
C9 9.4512 -13.6799 5.6182
C10 8.7689 -14.7760 5.1907
C11 9.5633 -15.8506 4.8365
Br1 10.8661 -15.4229 1.3898
N1 10.8668 -15.8877 4.9740
C12 11.5386 -14.9151 5.4925
H15 10.9319 -12.3241 7.3244
H16 11.5725 -11.6217 5.8284
H17 12.4945 -12.7791 6.8553
H18 8.9353 -12.8021 5.9707
H19 7.7292 -14.8085 5.0838
H20 12.6178 -15.0081 5.6182
O4 10.2255 -18.5105 2.0638
C13 9.2233 -18.4350 1.2446
O5 9.1390 -19.0002 0.1913
C14 8.0296 -17.6491 1.7858
C15 7.0138 -17.4147 0.9530
C16 5.8471 -16.8137 1.3383
C17 5.6157 -16.5528 2.6782
C18 6.5648 -16.8402 3.6431
C19 7.8348 -17.2422 3.1698
S1 9.0370 -17.5145 4.4369
H21 7.1164 -17.6836 -0.0908
H22 5.1564 -16.3994 0.5975
H23 4.6872 -16.0852 3.0131
H24 6.3266 -16.6535 4.6485
F1 9.0440 -25.2782 1.2931
C20 10.3007 -25.2335 0.8330
F2 10.9896 -26.1418 1.5427
F3 10.2999 -25.6749 -0.4528
C21 10.9423 -23.9047 0.9036
C22 10.3217 -22.8592 1.5379
C23 10.9586 -21.6783 1.6922
C24 12.2935 -21.4711 1.2038
C25 12.8982 -22.5184 0.5170
C26 12.1932 -23.7186 0.3679
P1 13.2471 -19.9845 1.7245
C27 13.2692 -19.0182 0.1201
C28 13.7751 -17.6718 0.2192
C29 13.5544 -16.7660 -0.8022
C30 12.9177 -17.1904 -1.9517
C31 12.4666 -18.4893 -2.0884
C32 12.6456 -19.3948 -1.0460
C33 12.6096 -16.2444 -3.0651
F4 12.2048 -15.0090 -2.5765
F5 11.6541 -16.6587 -3.8651
F6 13.6958 -16.0608 -3.7926
C34 14.9648 -20.6366 1.7282
C35 15.9391 -20.3397 0.7546
C36 17.2082 -20.9438 0.7622
C37 17.4754 -21.9354 1.6775
C38 16.5303 -22.1854 2.6415
C39 15.2851 -21.5605 2.6730
C40 18.7904 -22.6468 1.7823
F7 19.2093 -23.1549 0.6051
F8 19.7150 -21.8037 2.1995
F9 18.7554 -23.6756 2.6897
H25 9.3982 -23.0564 1.9993
H26 10.4144 -20.8152 2.2110
H27 13.8996 -22.4782 0.1027
H28 12.6594 -24.5845 -0.0271
H29 14.3510 -17.4175 1.0809
H30 14.0202 -15.7274 -0.7960
H31 11.8553 -18.7980 -2.9974
H32 12.2679 -20.3461 -1.1869
H33 15.7082 -19.6362 -0.1184
H34 17.8507 -20.6417 -0.0830
H35 16.7423 -22.8872 3.4285
H36 14.5771 -22.0139 3.4138

Forces on the atoms, in the same order (eV/Å):
0.4 -0.1 0.5
-0.5 0.5 -0.9
-1.6 1.8 0.0
0.7 -0.9 -1.1
1.2 -0.2 -1.6
-0.5 -0.3 -0.2
-0.8 -0.2 -0.2
1.5 1.9 -2.4
0.1 -0.4 0.5
-0.8 -0.5 -1.2
0.0 0.1 0.5
1.2 -0.8 0.4
-0.6 -0.1 -0.3
0.2 0.2 0.1
0.5 -1.3 1.2
-0.6 -0.3 -0.3
-0.5 0.8 1.4
0.3 -0.3 0.0
1.2 0.1 0.7
-1.7 -1.3 1.0
-0.2 0.4 0.6
0.1 -0.3 0.5
0.3 0.4 1.2
0.6 0.4 -0.2
0.7 -0.6 1.1
-0.6 0.0 0.1
1.6 0.3 0.7
1.2 -0.4 -0.5
-0.9 -1.2 0.2
0.0 0.0 0.3
0.6 -2.0 -0.8
0.2 3.4 0.7
-0.2 0.4 0.0
0.0 -0.1 -0.2
-0.1 0.2 -0.6
-0.2 0.2 -0.2
-1.3 0.0 0.0
-0.4 0.0 0.0
0.9 -0.6 -0.1
-1.0 0.4 0.6
0.2 -0.2 -0.6
1.3 0.0 3.2
-1.1 0.1 -2.4
-1.0 1.4 0.5
-0.8 0.3 0.1
1.4 -0.1 -2.5
-0.8 -1.2 -0.5
-0.3 0.7 -0.4
0.2 -0.1 0.0
0.1 -0.6 0.2
0.1 -0.2 -0.3
0.1 0.1 1.3
0.1 0.3 -0.2
-0.1 -0.3 -0.5
0.4 -0.3 0.1
-0.1 -0.1 0.2
-4.3 -0.6 1.6
0.1 -0.4 0.5
-3.2 2.0 1.8
2.9 1.6 0.0
-0.5 -2.0 -0.8
4.8 1.9 -1.1
-0.2 -0.5 -1.7
0.4 1.8 1.0
-0.9 -1.4 -0.7
1.7 1.1 0.0
-1.2 -0.5 -0.2
-0.9 -0.4 -0.8
0.4 1.3 -0.2
-0.2 1.4 1.1
0.5 -1.0 -0.4
-0.7 -0.3 -0.5
0.8 0.5 -0.7
-0.2 0.8 -1.1
0.0 0.9 -1.0
-0.9 0.8 -1.6
0.0 0.0 0.6
-0.6 -0.2 0.8
0.3 -1.9 1.4
0.0 -1.0 0.0
-0.3 0.1 0.3
0.8 0.5 0.3
0.0 0.7 -0.8
-1.2 0.1 0.3
0.9 -1.4 -0.9
-0.1 0.2 0.2
0.7 -0.4 -0.7
0.2 0.4 0.6
-0.9 -1.4 0.2
1.1 0.4 1.3
-0.8 -1.9 0.0
0.3 -1.0 1.6
0.0 -0.5 0.8
0.1 -0.3 0.0
0.4 1.0 -0.7